Entry 1:
An isolated ion of composition CO4P and charge -1 at a distorted geometry, computed with wB97M-V/def2-TZVPD.

## Properties
SMILES = O=POC(=O)[O-]
E_HOMO = -0.185 hartree
Net charge = -1
Energy above the lowest of the compared OMol25 structures with the same formula, charge and spin = 15.5 kcal per mole

The geometry in XYZ format:
```
6
Properties=species:S:1:pos:R:3:lowdin_charge:R:1
O 1.530 0.609 -1.032 -0.51
P 1.668 -0.480 -0.049 0.60
O 0.447 -0.442 0.888 -0.46
C -1.044 0.037 0.164 -0.68
O -0.919 -0.400 -0.938 0.01
O -1.682 0.676 0.967 0.04
```

Entry 2:
CO4P as an isolated structure at a distorted geometry, computed with wB97M-V/def2-TZVPD.

## Properties
E_HOMO (spin up / spin down) = -0.042 / -0.206 hartree
Net charge = -1
Multiplicity = 3
Energy above the lowest of the compared OMol25 structures with the same formula, charge and spin = 14.7 kcal per mole

The geometry in XYZ format:
```
6
Properties=species:S:1:pos:R:3:lowdin_spin:R:1
C 0.080 -0.753 -0.962 0.01
O -0.585 -1.551 -0.442 0.03
O 0.860 -0.337 -1.747 0.03
O -0.529 0.831 -0.132 0.38
O 0.547 0.468 1.970 0.51
P -0.372 1.341 1.313 1.04
```

Entry 3:
An isolated ion of composition CS3 and charge -2 at a distorted geometry, computed with wB97M-V/def2-TZVPD.

## Properties
SMILES = S=C([S-])[S-]
E_HOMO = 0.061 hartree
Net charge = -2
Energy above the lowest of the compared OMol25 structures with the same formula, charge and spin = 4.9 kcal per mole

The geometry in XYZ format:
```
4
Properties=species:S:1:pos:R:3:lowdin_charge:R:1
S -0.565 1.175 -1.005 0.03
C 0.040 -0.032 0.026 -1.96
S -1.217 -1.251 0.466 -0.06
S 1.742 0.109 0.513 -0.02
```

Entry 4:
Ca2H10NO8 as an isolated structure at a distorted geometry, computed with wB97M-V/def2-TZVPD.

## Properties
E_HOMO = -0.653 hartree
Net charge = +3
Energy above the lowest of the compared OMol25 structures with the same formula, charge and spin = 0.0 kcal per mole

The geometry in XYZ format:
```
21
Properties=species:S:1:pos:R:3:lowdin_charge:R:1
Ca 0.649 -1.289 3.572 1.82
Ca 2.275 -2.360 -2.040 1.81
N 0.274 -0.360 0.134 -0.49
O -0.742 0.186 -0.227 0.09
O 0.963 -0.979 -0.730 -0.20
O 0.581 -0.277 1.363 -0.17
O -1.752 2.394 -1.750 -0.03
H -1.519 1.529 -1.403 -0.03
H -2.254 2.831 -1.053 0.05
O 3.046 -0.603 2.980 -0.11
H 3.717 -1.280 2.811 0.09
H 3.481 0.012 3.595 0.10
O -3.406 -1.251 0.647 -0.04
H -2.784 -0.642 0.238 -0.01
H -3.466 -1.990 0.032 0.05
O 0.036 2.850 1.127 -0.04
H -0.516 2.178 0.717 -0.02
H -0.352 2.998 1.997 0.05
O 0.834 -1.412 -3.708 -0.13
H 1.047 -1.332 -4.653 0.11
H -0.111 -1.203 -3.650 0.10
```

Entry 5:
CaF8N4O16S8 as an isolated structure at a distorted geometry, computed with wB97M-V/def2-TZVPD.

## Properties
E_HOMO = -0.204 hartree
Net charge = -2
Energy above the lowest of the compared OMol25 structures with the same formula, charge and spin = 289.2 kcal per mole

The geometry in XYZ format:
```
37
Properties=species:S:1:pos:R:3:lowdin_charge:R:1
Ca -10.572 -6.941 -8.734 1.86
N -10.149 -10.879 -8.575 -0.29
S -11.055 -12.028 -9.013 0.39
O -11.971 -12.655 -8.037 -0.30
O -10.721 -12.754 -10.195 -0.26
F -11.934 -10.901 -9.723 -0.26
S -8.966 -12.025 -8.204 0.51
O -7.860 -12.121 -9.155 -0.27
O -9.324 -13.194 -7.404 -0.28
F -8.368 -11.145 -7.076 -0.20
N -13.874 -5.547 -10.417 -0.30
S -15.221 -5.158 -9.523 0.57
O -16.524 -5.556 -10.092 -0.28
O -15.044 -3.965 -8.647 -0.31
F -14.904 -6.334 -8.421 -0.27
S -14.416 -4.601 -11.574 0.42
O -14.539 -3.185 -11.328 -0.27
O -15.120 -5.172 -12.675 -0.26
F -12.932 -4.503 -12.224 -0.26
N -4.172 -8.313 -11.907 -0.24
S -4.886 -7.086 -10.912 0.55
O -6.325 -6.846 -11.082 -0.34
O -4.056 -5.978 -10.466 -0.28
F -4.826 -7.954 -9.604 -0.20
S -4.004 -7.262 -13.004 0.40
O -2.825 -6.406 -12.882 -0.33
O -5.164 -6.659 -13.686 -0.32
F -3.385 -8.175 -14.173 -0.23
N -9.180 -3.978 -6.517 -0.31
S -9.731 -2.320 -6.546 0.65
O -8.787 -1.214 -6.539 -0.26
O -11.004 -2.176 -5.838 -0.29
F -10.235 -2.571 -8.119 -0.26
S -8.196 -3.697 -5.497 0.36
O -8.623 -3.345 -4.112 -0.31
O -6.991 -3.184 -6.125 -0.29
F -7.925 -5.254 -5.285 -0.23
```

Entry 6:
CaH12N2O12 as an isolated structure at a distorted geometry, computed with wB97M-V/def2-TZVPD.

## Properties
E_HOMO = -0.275 hartree
Net charge = 0
Energy above the lowest of the compared OMol25 structures with the same formula, charge and spin = 6.6 kcal per mole

The geometry in XYZ format:
```
27
Properties=species:S:1:pos:R:3:lowdin_charge:R:1
Ca -0.005 -0.034 0.370 1.47
N 3.137 1.225 -1.050 -0.65
O 3.136 2.350 -1.541 0.01
O 2.236 0.770 -0.362 -0.16
O 4.184 0.586 -1.138 -0.05
N -1.186 2.568 -1.267 -0.68
O -0.426 2.154 -0.412 -0.17
O -2.353 2.508 -0.995 -0.02
O -0.763 3.017 -2.321 0.02
O -0.123 -0.203 -2.192 -0.08
H -0.657 0.288 -2.817 0.06
H 0.590 -0.565 -2.717 0.07
O 1.261 -0.407 2.291 -0.11
H 1.527 0.299 2.880 0.08
H 1.401 -1.207 2.798 0.07
O 1.045 -2.120 -0.537 -0.09
H 1.115 -3.026 -0.237 0.06
H 1.927 -1.897 -0.834 0.07
O -2.269 -0.464 -0.349 -0.12
H -2.451 -0.246 -1.263 0.06
H -2.912 -1.139 -0.132 0.07
O -1.006 -2.096 1.390 -0.09
H -0.871 -3.014 1.155 0.07
H -1.309 -2.123 2.298 0.07
O -1.474 0.791 2.078 -0.11
H -2.238 1.333 1.881 0.07
H -1.515 0.653 3.024 0.06
```